# 1
An isolated molecule of C3H3NS2 in a non-equilibrium geometry. Source: the OMol25 dataset; level of theory: wB97M-V/def2-TZVPD.

Element x y z (Å)
C1 2.063 -0.555 1.206
C2 0.892 -0.270 0.917
C3 -0.363 -0.199 0.338
S1 -1.774 -0.824 0.964
N1 -0.310 0.555 -0.846
S2 -1.548 0.991 -1.833
H1 3.046 -0.735 1.692
H2 0.585 0.763 -1.193
H3 -2.591 0.275 -1.245

Cartesian forces (eV/Å) of the 3 atoms listed first:
C -2.0 0.8 0.4
C 5.0 -1.8 1.3
C -2.4 1.5 -2.1

Summary:
**Net charge**: 0
**SMILES**: C#CC(=S)NS
**Relative energy (zero: lowest compared OMol25 entry of this formula, charge and spin)**: 214.3 kJ/mol
**Total energy**: -967.13436 Ha

***

# 2
An isolated molecule of C4H8FN in a non-equilibrium geometry. Source: the OMol25 dataset; level of theory: wB97M-V/def2-TZVPD.

Element x y z (Å)
C1 2.081 -0.090 -0.448
C2 0.979 0.625 -0.411
C3 0.062 0.548 0.852
C4 -1.528 -0.077 0.413
N1 -1.218 -1.171 -0.354
F1 -2.118 1.050 -0.216
H1 2.812 -0.087 -1.272
H2 2.248 -0.776 0.371
H3 0.701 1.367 -1.109
H4 0.117 1.600 1.094
H5 0.380 -0.155 1.464
H6 -2.057 -0.152 1.350
H7 -0.529 -0.982 -1.033
H8 -1.931 -1.700 -0.701

Cartesian forces (eV/Å) of the 3 atoms listed first:
C 0.7 -0.5 -0.8
C -1.0 -0.8 2.2
C -3.0 2.0 -5.9

Summary:
**Net charge**: 0
**SMILES**: C=CC[C@H](N)F
**Relative energy (zero: lowest compared OMol25 entry of this formula, charge and spin)**: 145.0 kJ/mol
**Total energy**: -311.76416 Ha

***

# 3
A 15-piece molecular cluster, C18H62N2O15 overall in a non-equilibrium geometry. Source: the OMol25 dataset; level of theory: wB97M-V/def2-TZVPD.

Element x y z (Å)
C1 17.345 3.622 -10.376
C2 16.160 4.396 -9.738
C3 15.374 3.255 -9.052
C4 14.391 3.722 -7.985
C5 15.147 4.610 -7.038
C6 15.845 5.818 -7.654
N1 16.708 5.312 -8.749
O1 17.736 6.150 -9.185
C7 16.720 6.469 -6.590
C8 14.770 6.774 -8.251
C9 15.355 5.096 -10.822
H1 17.896 3.083 -9.606
H2 18.031 4.316 -10.862
H3 16.997 2.900 -11.116
H4 16.066 2.678 -8.433
H5 14.769 2.694 -9.769
H6 14.093 2.783 -7.506
H7 13.494 4.231 -8.353
H8 15.917 4.008 -6.527
H9 14.561 4.825 -6.133
H10 17.403 7.169 -7.080
H11 17.437 5.751 -6.187
H12 16.099 6.978 -5.854
H13 14.553 7.483 -7.432
H14 13.819 6.342 -8.554
H15 15.159 7.394 -9.055
H16 15.281 4.535 -11.759
H17 15.819 6.063 -11.045
H18 14.327 5.338 -10.540
C10 10.980 4.255 -12.652
C11 9.938 3.225 -12.179
C12 10.696 2.174 -11.341
C13 10.930 2.608 -9.899
C14 9.590 2.951 -9.243
C15 8.770 3.964 -10.060
N2 8.814 3.789 -11.491
O2 7.828 4.400 -12.242
C16 9.285 5.371 -9.630
C17 7.322 3.724 -9.594
C18 9.449 2.404 -13.386
H19 11.954 3.845 -12.969
H20 11.362 4.860 -11.817
H21 10.665 4.948 -13.432
H22 11.646 1.875 -11.794
H23 10.146 1.230 -11.226
H24 11.561 3.508 -9.904
H25 11.468 1.809 -9.379
H26 9.770 3.320 -8.229
H27 9.076 1.992 -9.104
H28 9.034 5.618 -8.590
H29 8.718 6.125 -10.185
H30 10.350 5.413 -9.841
H31 6.621 4.406 -10.083
H32 7.262 3.925 -8.520
H33 7.059 2.724 -9.936
H34 8.940 3.091 -14.076
H35 8.647 1.717 -13.115
H36 10.262 1.937 -13.945
O3 14.969 10.180 -8.996
H37 14.069 9.837 -9.011
H38 15.479 9.550 -9.541
O4 14.362 1.759 -12.160
H39 14.868 1.847 -12.976
H40 14.119 2.665 -11.929
O5 17.013 8.518 -10.272
H41 17.611 8.411 -11.013
H42 17.195 7.714 -9.690
O6 19.334 3.989 -7.443
H43 18.501 4.265 -7.867
H44 19.965 4.670 -7.696
O7 20.190 5.964 -10.414
H45 19.778 6.552 -11.051
H46 19.436 5.661 -9.857
O8 11.414 8.023 -10.185
H47 11.524 7.964 -9.229
H48 10.571 8.473 -10.309
O9 19.719 8.973 -7.726
H49 20.395 8.511 -7.222
H50 19.083 8.283 -7.980
O10 12.694 3.571 -3.734
H51 12.617 4.005 -2.879
H52 12.626 4.293 -4.385
O11 16.207 -0.039 -9.262
H53 15.631 0.735 -9.316
H54 15.802 -0.681 -9.854
O12 13.376 7.763 -12.470
H55 12.700 7.898 -11.789
H56 14.132 7.425 -11.979
O13 17.729 4.037 -13.575
H57 17.402 4.863 -13.198
H58 18.636 3.971 -13.255
O14 17.557 1.536 -5.032
H59 16.679 1.188 -4.842
H60 17.418 2.474 -5.213
O15 12.521 6.073 -5.359
H61 12.806 6.576 -4.587
H62 13.164 6.298 -6.048

Cartesian forces (eV/Å) of the 3 atoms listed first:
C 0.0 0.6 -0.2
C 0.7 -1.1 -0.2
C -0.9 1.4 0.6

Summary:
**Net charge**: -2
**Total energy**: -1961.03466 Ha

***

# 4
A 4-piece molecular cluster, H9O4 overall in a non-equilibrium geometry. Source: the OMol25 dataset; level of theory: wB97M-V/def2-TZVPD.

Element x y z (Å)
O1 0.854 -0.420 0.060
H1 0.007 -0.613 0.544
H2 0.723 -0.937 -0.874
H3 0.870 0.572 -0.058
O2 0.786 2.167 0.612
H4 1.562 1.971 1.160
H5 0.087 2.599 1.105
O3 0.246 -1.619 -2.054
H6 -0.717 -1.655 -2.046
H7 0.552 -1.621 -2.970
O4 -1.783 -0.189 1.327
H8 -2.687 -0.493 1.495
H9 -1.752 0.501 2.005

Cartesian forces (eV/Å) of the 3 atoms listed first:
O -0.8 -0.8 -0.6
H 0.2 0.3 0.2
H 0.2 0.5 0.3

Summary:
**Net charge**: +1
**Relative energy (zero: lowest compared OMol25 entry of this formula, charge and spin)**: 67.1 kJ/mol
**Total energy**: -306.10089 Ha

***

# 5
An isolated molecule of C3H8OSi in a non-equilibrium geometry. Source: the OMol25 dataset; level of theory: wB97M-V/def2-TZVPD.

Element x y z (Å)
C1 1.939 -1.255 -0.804
C2 1.081 -0.230 -0.750
C3 -0.365 -0.278 -0.758
Si1 -1.256 0.627 0.881
O1 -0.990 0.982 2.513
H1 2.989 -1.065 -0.480
H2 1.661 -2.336 -0.985
H3 1.251 0.899 -0.771
H4 -0.774 -1.227 -0.949
H5 -0.790 0.318 -1.536
H6 -1.517 1.919 0.071
H7 -2.347 -0.296 0.859
H8 -0.881 1.942 2.708

Cartesian forces (eV/Å) of the 3 atoms listed first:
C 0.9 0.0 0.8
C 0.2 1.3 -0.7
C -0.5 0.4 1.8

Summary:
**Net charge**: 0
**SMILES**: C=CC[SiH2]O
**Relative energy (zero: lowest compared OMol25 entry of this formula, charge and spin)**: 147.7 kJ/mol
**Total energy**: -483.78637 Ha

***

# 6
A 3-piece molecular cluster, C18H40BrFN4O6PS overall. Source: the OMol25 dataset; level of theory: wB97M-V/def2-TZVPD.

Element x y z (Å)
C1 0.914 0.728 -1.416
C2 1.560 -0.523 -0.856
N1 1.132 -1.800 -1.484
C3 -0.228 -2.241 -1.308
C4 -1.254 -1.651 -2.289
C5 -1.050 -1.834 -3.800
C6 -0.302 -0.723 -4.549
S1 1.404 -1.039 -5.064
O1 -0.759 -1.812 -0.040
C7 -0.490 -2.590 1.089
O2 -0.886 -1.870 2.180
C8 -0.165 -2.019 3.408
C9 1.082 -1.145 3.447
C10 0.732 0.308 3.174
O3 2.027 -1.589 2.461
C11 -1.402 -3.783 0.895
F1 -1.395 -4.674 1.921
N2 -0.858 -4.571 -0.264
C12 -0.280 -3.813 -1.475
P1 1.313 -4.834 -1.757
O4 0.589 -6.299 -1.829
Br1 1.768 -4.423 -3.846
H1 1.099 0.822 -2.485
H2 1.349 1.600 -0.933
H3 -0.154 0.786 -1.221
H4 1.425 -0.559 0.224
H5 2.634 -0.478 -1.041
H6 1.796 -2.508 -1.200
H7 -2.206 -2.119 -2.022
H8 -1.374 -0.599 -2.036
H9 -0.588 -2.797 -4.033
H10 -2.054 -1.875 -4.225
H11 -0.363 0.211 -3.993
H12 -0.790 -0.540 -5.505
H13 1.905 -1.231 -3.838
H14 0.571 -2.886 1.139
H15 0.065 -3.070 3.610
H16 -0.867 -1.678 4.168
H17 1.529 -1.256 4.440
H18 -0.116 0.402 2.497
H19 1.587 0.817 2.735
H20 0.485 0.818 4.105
H21 2.580 -2.282 2.851
H22 -2.413 -3.448 0.672
H23 -1.564 -5.234 -0.584
H24 -0.116 -5.155 0.148
H25 -0.952 -4.049 -2.297
H26 0.144 -6.515 -2.666
C13 -2.503 1.836 3.675
O5 -2.265 1.870 2.484
N3 -2.217 2.829 4.540
C14 -2.518 2.737 5.952
C15 -1.602 4.038 4.015
H27 -2.976 0.963 4.160
H28 -3.211 3.522 6.260
H29 -1.611 2.823 6.555
H30 -2.980 1.773 6.157
H31 -2.241 4.500 3.262
H32 -0.645 3.812 3.545
H33 -1.447 4.736 4.835
C16 0.966 4.556 -1.415
O6 0.021 3.793 -1.338
N4 1.547 4.929 -2.573
C17 2.661 5.851 -2.616
C18 1.015 4.393 -3.814
H34 1.435 5.013 -0.528
H35 2.409 6.747 -3.185
H36 3.539 5.387 -3.071
H37 2.918 6.150 -1.601
H38 -0.035 4.661 -3.933
H39 1.086 3.304 -3.828
H40 1.587 4.799 -4.644

Cartesian forces (eV/Å) of the 3 atoms listed first:
C 0.1 -0.1 0.0
C 0.0 0.0 -0.2
N -0.1 0.0 -0.1

Summary:
**Net charge**: +1
**Total energy**: -4793.50639 Ha

***

What is the total energy in the first record?
-967.13436 Ha

***

What is the total energy in the second record?
-311.76416 Ha